Record 1
Molecular formula: C48H60N5O3PPtS
Method: DFT, the ωB97M-V functional and the def2-TZVPD basis

Summary:
total charge	+2
2S+1	5
E_HOMO (alpha / beta)	-0.46990 / -0.49122	Ha
electronic energy	-87696.272	eV

The geometry in XYZ format:
```
119
Properties=species:S:1:pos:R:3:lowdin_charge:R:1
H 2.534 -4.227 -0.405 0.06
H -5.464 2.477 1.255 0.07
C 0.394 0.066 2.506 -0.28
H 2.808 1.339 5.236 0.12
H 2.372 -2.078 3.838 0.12
C 0.086 -0.122 3.863 0.00
H 1.859 5.901 -1.430 0.14
H 3.356 1.666 2.848 0.12
H 2.281 -1.630 1.379 0.11
H 0.765 -6.192 -3.178 0.13
H -0.042 -5.125 1.144 0.09
C 2.519 3.911 -0.941 -0.13
H -3.521 4.975 0.717 0.07
H 0.647 -5.316 -5.470 0.12
C 0.457 -4.322 -2.228 -0.07
H -1.615 0.561 -4.193 0.08
C 4.428 -1.484 4.022 -0.25
H 0.195 -6.046 -1.069 0.14
H -1.370 -0.179 -2.580 0.00
C 4.313 -1.005 1.298 -0.28
C -3.915 1.038 0.662 -0.51
H -3.863 1.596 -3.001 0.08
N 0.852 2.162 -1.136 0.05
C 2.439 1.164 3.130 -0.05
C 1.576 0.703 2.155 -0.08
C -1.999 3.418 0.978 -0.52
C 0.596 -5.132 -3.332 -0.02
H -2.792 -1.950 -2.204 0.10
C -3.246 2.489 -2.912 -0.11
C -3.763 -3.171 -0.733 -0.01
C 0.950 0.343 4.832 -0.04
H 5.773 3.795 0.049 0.13
H 5.478 -2.220 5.741 0.09
H -0.382 5.116 -2.188 0.13
N 2.971 0.280 -0.543 0.00
C -0.187 -4.470 0.283 -0.06
H -2.262 -1.044 -3.865 0.09
H 0.186 -2.933 -5.863 0.12
H 4.040 5.407 -0.630 0.13
C 1.583 4.855 -1.391 0.03
O 5.454 -0.258 -0.951 -0.28
C -2.889 -2.179 -1.152 -0.12
H 2.206 -5.811 0.323 0.09
H -4.031 0.041 -1.281 0.04
H -0.828 -0.631 4.126 0.11
H -3.091 -2.915 2.569 0.13
H 5.295 1.401 0.025 0.09
H -4.367 -3.698 -1.459 0.13
H -4.977 3.782 -0.212 0.05
H -4.556 -4.200 0.980 0.13
P -2.578 2.052 -0.154 1.08
H 6.460 -0.814 3.882 0.13
C 0.117 -2.406 -3.811 -0.10
H -5.172 -0.573 -0.078 0.09
C 5.492 -0.747 1.976 -0.03
C 4.515 2.097 -0.233 0.03
N -0.438 -0.435 1.482 -0.02
H -3.818 3.906 2.098 0.06
C -0.108 -0.960 -4.192 -0.36
H -1.734 2.134 2.720 0.08
C 2.148 2.532 -0.861 -0.10
H -0.159 -0.933 -5.283 0.14
C 3.822 4.348 -0.592 0.02
C -1.162 2.837 2.111 -0.11
C -4.687 0.327 -0.458 -0.10
H 3.724 -2.463 5.801 0.08
C 2.084 -5.198 -0.572 -0.03
C 3.244 -1.699 3.317 -0.04
C -3.344 3.107 -1.518 -0.50
Pt -0.593 0.248 -0.580 1.02
H 6.366 -0.403 1.437 0.12
O 3.758 -2.027 -1.060 -0.27
H 0.968 0.913 -4.236 0.09
H -5.509 2.854 -1.619 0.08
C 0.256 -2.870 -2.415 -0.23
H -0.800 3.631 2.765 0.10
C 0.353 4.432 -1.786 -0.02
H 1.808 0.811 1.114 0.06
H 2.608 -5.674 -1.400 0.09
H 0.149 -3.471 0.543 0.06
H -4.949 4.502 -1.811 0.10
O 0.132 -2.112 -1.410 -0.05
H -0.295 2.327 1.699 0.03
N -2.157 -1.463 -0.310 0.03
H 2.012 -0.521 -4.083 0.10
H -5.466 0.975 -0.851 0.08
N -1.418 -1.094 1.893 0.11
C 2.131 0.985 4.471 -0.04
C 1.063 -0.078 -3.785 -0.05
C 4.513 -1.779 5.491 -0.03
H -4.368 2.000 2.569 0.07
S 4.228 -0.817 -0.463 0.65
C 5.541 -0.992 3.338 -0.01
C 4.788 3.448 -0.230 -0.02
C 0.254 -3.292 -4.843 -0.01
C 0.513 -4.649 -4.629 0.00
C -3.876 -3.439 0.623 -0.02
C -4.780 3.576 -1.259 -0.09
H -2.704 3.996 -1.496 0.09
H 4.417 -0.862 6.075 0.08
C -4.880 1.660 1.671 -0.08
C -1.421 -0.377 -3.675 -0.06
H -0.923 2.734 -1.949 0.03
H -3.602 3.211 -3.650 0.10
C 0.589 -5.040 -0.900 -0.36
C 0.042 3.088 -1.626 -0.19
C 3.180 -1.457 1.956 -0.08
H 1.083 0.020 -2.710 0.02
H -3.341 0.295 1.213 0.06
H -2.539 5.107 2.162 0.09
H -1.324 3.989 0.335 0.08
C -2.219 -1.761 0.996 -0.36
H -5.582 0.880 1.973 0.10
H 0.701 0.209 5.876 0.12
H -2.223 2.228 -3.181 0.03
H -1.251 -4.441 0.053 0.07
C -3.048 4.397 1.509 -0.08
C -3.080 -2.732 1.504 0.03
C 3.232 1.572 -0.555 -0.26
```

Record 2
Molecular formula: C48H63FN10O7P2Ti
Method: DFT, the ωB97M-V functional and the def2-TZVPD basis

Summary:
total charge	+3
2S+1	2
E_HOMO (alpha / beta)	-0.49361 / -0.49361	Ha
electronic energy	-124425.087	eV

The geometry in XYZ format:
```
132
Properties=species:S:1:pos:R:3:lowdin_charge:R:1
C 0.249 3.636 2.225 -0.10
C 2.131 -2.803 -4.314 -0.19
H -1.120 7.293 1.511 0.11
N -6.360 -2.957 -1.213 -0.08
H -1.910 2.466 -1.372 0.08
C 2.054 2.058 2.435 0.09
H -2.861 0.268 -2.237 0.06
H -0.686 2.862 -4.359 0.10
C 4.588 6.934 1.922 -0.07
H -2.427 -1.427 -2.057 0.01
N -0.793 -3.194 1.678 0.11
N 3.286 5.432 3.353 -0.08
H -0.574 -6.422 0.734 0.14
C 2.860 -3.710 -5.112 0.00
N 5.775 6.706 2.813 0.06
H -4.555 -2.176 1.267 0.12
H 3.574 -4.362 -4.629 0.12
H 1.973 -4.380 -1.002 0.04
H 2.436 1.051 2.380 0.11
H 4.099 -2.179 1.601 0.09
C 1.717 -2.860 -7.068 -0.04
C -0.244 1.728 -2.593 -0.67
C 2.449 4.412 2.915 -0.13
H -0.901 -6.776 3.189 0.14
O -1.389 -1.079 3.324 0.15
H 2.137 0.764 -0.110 0.05
H -5.960 -4.255 -2.806 0.13
C -1.614 5.233 2.187 -0.25
H -2.968 3.140 1.565 0.16
O -1.634 -2.499 5.043 0.17
H 2.457 6.857 2.054 0.13
O -2.239 -0.530 0.687 -0.14
C -0.685 -4.288 0.919 -0.18
H 4.663 7.943 1.518 0.15
H 4.457 -0.463 1.704 0.09
C -0.694 -5.578 1.397 0.06
C 4.633 -1.468 -0.929 -0.07
H 2.180 -4.107 0.757 0.05
N 2.314 -2.774 -2.976 0.14
H 5.423 -0.723 -0.825 0.10
H 2.803 -1.041 1.988 0.06
C -0.166 1.233 1.699 -0.28
H 4.399 -1.563 -1.988 0.08
C -1.113 -4.679 3.538 0.07
C 5.739 5.350 3.459 -0.08
C -1.529 1.592 1.484 -0.04
N 0.444 -1.096 -4.164 0.15
H -2.105 -0.592 -3.603 0.06
H 5.812 4.619 2.655 0.13
H 3.224 7.517 3.492 0.14
H -5.103 -1.326 -0.863 0.13
C 4.423 5.226 4.219 -0.12
C -0.718 -3.966 -0.556 -0.47
H -1.343 -4.771 4.590 0.14
H -1.638 5.519 3.233 0.16
C -6.264 -4.309 -1.758 -0.16
C -0.875 2.723 -1.612 -0.09
C 0.999 -1.971 -6.321 0.01
N -4.029 -3.093 -0.533 -0.09
H 3.873 1.098 -0.008 0.10
C 1.242 2.052 -2.748 -0.09
H -7.241 -4.791 -1.705 0.13
P 1.877 -2.005 -0.452 1.04
C -1.921 2.895 1.680 0.06
C 0.634 -1.077 -2.869 -0.39
H -4.985 -5.767 0.949 0.12
O -0.894 -2.814 -0.872 -0.05
H 3.170 0.595 -1.542 0.07
C 1.118 4.664 2.613 0.08
H 1.579 -2.903 -8.139 0.12
H -3.291 -5.051 -0.504 0.11
H 1.737 1.381 -3.450 0.09
H -0.882 3.713 -2.071 0.10
O -0.569 -4.865 -1.490 0.22
H 6.640 6.820 2.280 0.19
H -3.035 5.086 0.485 0.11
H 5.044 -2.414 -0.580 0.08
H -6.682 -5.650 0.449 0.13
H -0.301 2.779 -0.683 0.07
H -4.739 -2.262 -2.330 0.12
C 3.302 6.734 2.727 -0.12
H 1.338 3.065 -3.141 0.10
O 0.297 0.072 1.531 -0.15
C 2.428 -3.747 -0.242 -0.21
O -3.784 1.008 1.032 0.12
H 1.766 2.019 -1.788 0.05
N -5.791 -3.834 0.975 -0.08
C 0.714 2.314 2.123 -0.04
H 0.728 5.662 2.740 0.12
H -6.832 -2.049 0.614 0.13
C -5.048 -2.333 -1.284 -0.18
H 4.670 6.210 1.111 0.15
H -3.667 -4.408 -2.126 0.13
N -5.291 -5.122 -1.020 -0.08
H -0.545 -5.780 -1.177 0.15
Ti -0.623 -1.376 0.526 0.92
C -0.888 -5.783 2.763 0.03
C -1.310 6.289 1.160 -0.08
C -2.128 -0.490 -2.519 -0.22
C 3.122 0.449 -0.461 -0.10
H 5.790 7.424 3.543 0.19
H 0.282 -1.294 -6.765 0.12
N -1.093 3.898 1.993 0.04
H -2.015 1.824 -3.876 0.08
F 4.188 2.794 3.029 0.07
C 3.705 -1.186 1.385 -0.09
H -7.734 -3.534 0.256 0.13
H 4.372 4.268 4.727 0.14
C -4.493 -3.187 0.857 -0.19
C -6.756 -3.053 0.192 -0.15
H -0.740 5.984 0.292 0.11
H 3.503 -3.830 -0.381 0.05
H 3.193 -4.431 -7.083 0.12
C -2.625 0.655 1.052 -0.55
C 2.647 -3.735 -6.462 -0.04
H -1.878 -1.702 5.540 0.16
C 1.608 -1.926 -2.266 -0.39
C 3.422 -1.013 -0.111 -0.69
C -1.367 -2.183 3.787 -0.44
C 1.186 -1.932 -4.923 -0.19
C -1.063 -3.402 2.956 -0.11
H -3.470 6.335 1.732 0.12
P -0.490 -0.001 -1.882 1.07
C -0.931 1.878 -3.957 -0.08
C -4.004 -4.450 -1.086 -0.20
H -0.590 1.128 -4.665 0.07
H -3.757 -3.760 1.439 0.11
C -5.706 -5.167 0.383 -0.17
C 2.884 3.076 2.800 -0.17
H 4.391 5.997 5.001 0.15
H 6.606 5.267 4.113 0.15
C -2.697 5.730 1.284 -0.06
```